This record from the OMol25 dataset describes a 6-piece molecular cluster, C52H72BBrINO10P overall in a non-equilibrium geometry. The level of theory is ωB97M-V/def2-TZVPD.

Last columns: bonded neighbours and bond lengths (Å).
Cartesian coordinates (Å):
1 C 0.05029 -4.45950 -1.45463  B2 1.555, H38 1.082, H39 1.086, H40 1.094
2 B -0.68088 -3.08921 -1.51982  C1 1.555, O3 1.390, C4 1.609
3 O -1.95147 -3.04175 -2.08075  B2 1.390, H41 0.963
4 C -0.20977 -1.67887 -0.90523  B2 1.609, O5 1.393, C13 1.573, N33 1.551
5 O 0.98053 -1.61953 -0.18315  C4 1.393, C6 1.425
6 C 2.19329 -2.14771 -0.71257  O5 1.425, C7 1.527, H42 1.090, H43 1.087
7 C 3.35537 -1.21262 -0.38730  C6 1.527, C8 1.520, C9 1.528, H44 1.088
8 C 4.55124 -1.57604 -1.25290  C7 1.520, H45 1.085, H46 1.086, H47 1.087
9 C 3.01313 0.27529 -0.45252  C7 1.528, C10 1.528, H48 1.085, H49 1.091
10 C 3.64910 1.06863 0.68865  C9 1.528, C11 1.531, C12 1.535, H50 1.087
11 C 3.38567 2.55960 0.46150  C10 1.531, H51 1.076, H52 1.085, H53 1.087
12 C 3.03875 0.63412 2.02843  C10 1.535, H54 1.086, H55 1.088, H56 1.084
13 C -1.25355 -1.39634 0.23715  C4 1.573, P14 1.828, C18 1.555, H57 1.086
14 P -1.49094 -2.75243 1.43930  C13 1.828, O15 1.470, O16 1.573, O17 1.587
15 O -1.87851 -2.09727 2.69701  P14 1.470
16 O -0.17149 -3.58710 1.62828  P14 1.573, H58 0.966
17 O -2.56697 -3.79475 0.91600  P14 1.587, H59 0.965
18 C -2.61877 -0.77432 -0.17337  C13 1.555, C19 1.537, C24 1.542, H60 1.088
19 C -3.22532 -0.01724 1.01945  C18 1.537, C20 1.537, H61 1.084, H62 1.086
20 C -4.51888 -0.63674 1.57229  C19 1.537, C21 1.500, H63 1.084, H64 1.086
21 C -4.91254 0.11849 2.80721  C20 1.500, O22 1.208, O23 1.360
22 O -5.82159 0.91445 2.81273  C21 1.208
23 O -4.17402 -0.16096 3.91420  C21 1.360, H65 0.962
24 C -2.47661 0.09702 -1.43814  C18 1.542, C25 1.535, C29 1.514, H66 1.083
25 C -3.57169 1.16619 -1.55272  C24 1.535, C26 1.496, H67 1.087, H68 1.083
26 C -3.91444 1.43574 -2.98409  C25 1.496, O27 1.199, Br28 1.960
27 O -3.80452 2.47999 -3.56341  C26 1.199
28 Br -4.58306 -0.13558 -3.94677  C26 1.960
29 C -1.06269 0.63406 -1.50827  C24 1.514, C30 1.526, N33 1.507, H69 1.087
30 C -0.85037 1.84909 -2.40743  C29 1.526, O31 1.415, H70 1.088, H71 1.087
31 O 0.54922 2.04313 -2.47499  C30 1.415, O32 1.438
32 O 0.80593 2.93495 -3.57319  O31 1.438, H72 0.974
33 N -0.18531 -0.51542 -1.93096  C4 1.551, C29 1.507, C34 1.486, H73 1.029
34 C -0.32349 -0.88048 -3.36474  N33 1.486, C35 1.530, H74 1.082, H75 1.081
35 C 0.90007 -1.60608 -3.92728  C34 1.530, C36 1.529, H76 1.084, H77 1.087
36 C 1.01652 -1.31091 -5.42260  C35 1.529, I37 2.147, H78 1.079, H79 1.081
37 I 2.35788 0.32945 -5.77002  C36 2.147
38 H 0.80423 -4.56916 -0.68703  C1 1.082
39 H -0.68143 -5.26008 -1.40281  C1 1.086
40 H 0.57138 -4.59387 -2.40693  C1 1.094
41 H -1.94612 -3.32951 -2.99945  O3 0.963
42 H 2.15389 -2.35683 -1.78207  C6 1.090
43 H 2.39725 -3.09960 -0.22981  C6 1.087
44 H 3.64129 -1.44915 0.63549  C7 1.088
45 H 5.42362 -1.05148 -0.87759  C8 1.085
46 H 4.39203 -1.32463 -2.29713  C8 1.086
47 H 4.77733 -2.63368 -1.14171  C8 1.087
48 H 1.94800 0.45434 -0.35434  C9 1.085
49 H 3.36881 0.67853 -1.40147  C9 1.091
50 H 4.71892 0.87554 0.70644  C10 1.087
51 H 3.43082 2.81715 -0.58239  C11 1.076
52 H 4.08396 3.14593 1.04952  C11 1.085
53 H 2.38755 2.77638 0.83463  C11 1.087
54 H 3.71873 0.01673 2.60800  C12 1.086
55 H 2.13525 0.04394 1.88967  C12 1.088
56 H 2.79923 1.49090 2.64758  C12 1.084
57 H -0.76525 -0.65900 0.86730  C13 1.086
58 H -0.23656 -4.50993 1.34933  O16 0.966
59 H -3.29257 -3.37074 0.44208  O17 0.965
60 H -3.29836 -1.58447 -0.42752  C18 1.088
61 H -2.51859 0.04265 1.83922  C19 1.084
62 H -3.48095 1.00546 0.76037  C19 1.086
63 H -5.31619 -0.49929 0.85073  C20 1.084
64 H -4.38186 -1.67946 1.84329  C20 1.086
65 H -3.31644 0.27437 3.90645  O23 0.962
66 H -2.63795 -0.57324 -2.27307  C24 1.083
67 H -4.47334 0.75630 -1.10529  C25 1.087
68 H -3.33727 2.11188 -1.08000  C25 1.083
69 H -0.71682 0.95598 -0.52901  C29 1.087
70 H -1.35198 2.70863 -1.96794  C30 1.088
71 H -1.27245 1.73500 -3.40215  C30 1.087
72 H 0.81429 2.34650 -4.34976  O32 0.974
73 H 0.76399 -0.12638 -1.85826  N33 1.029
74 H -0.40384 0.03030 -3.94370  C34 1.082
75 H -1.25276 -1.39456 -3.56755  C34 1.081
76 H 1.77635 -1.22069 -3.41889  C35 1.084
77 H 0.82582 -2.68333 -3.79941  C35 1.087
78 H 1.44312 -2.14184 -5.96215  C36 1.079
79 H 0.07964 -1.00950 -5.87013  C36 1.081
80 C 4.16052 4.25826 -4.27610  C81 1.389, C85 1.388, H86 1.083
81 C 3.06461 5.06571 -3.99864  C80 1.389, C82 1.389, H87 1.081
82 C 3.13148 6.42739 -4.26340  C81 1.389, C83 1.388, H88 1.082
83 C 4.28704 6.97746 -4.80025  C82 1.388, C84 1.387, H89 1.082
84 C 5.37983 6.16754 -5.07392  C83 1.387, C85 1.387, H90 1.082
85 C 5.31757 4.80697 -4.81147  C80 1.388, C84 1.387, H91 1.082
86 H 4.11318 3.19494 -4.07583  C80 1.083
87 H 2.16381 4.63526 -3.58352  C81 1.081
88 H 2.28083 7.06138 -4.04972  C82 1.082
89 H 4.33641 8.03840 -5.00630  C83 1.082
90 H 6.27988 6.59672 -5.49326  C84 1.082
91 H 6.17109 4.17594 -5.02313  C85 1.082
92 C 5.10141 4.81838 3.62150  C93 1.388, C97 1.388, H98 1.083
93 C 4.47151 5.89402 3.01158  C92 1.388, C94 1.387, H99 1.083
94 C 5.08780 7.13695 2.99116  C93 1.387, C95 1.388, H100 1.082
95 C 6.33521 7.30151 3.57625  C94 1.388, C96 1.388, H101 1.082
96 C 6.96542 6.22476 4.18403  C95 1.388, C97 1.387, H102 1.082
97 C 6.34782 4.98262 4.20867  C92 1.388, C96 1.387, H103 1.082
98 H 4.61967 3.84833 3.63976  C92 1.083
99 H 3.50014 5.76435 2.55126  C93 1.083
100 H 4.59594 7.97752 2.51974  C94 1.082
101 H 6.81684 8.27011 3.55863  C95 1.082
102 H 7.93842 6.35407 4.63892  C96 1.082
103 H 6.83768 4.14375 4.68552  C97 1.082
104 C -0.60694 -6.45119 6.69920  C105 1.388, C109 1.387, H110 1.082
105 C -0.11106 -5.21311 7.08329  C104 1.388, C106 1.388, H111 1.082
106 C -0.14728 -4.14436 6.19855  C105 1.388, C107 1.388, H112 1.082
107 C -0.68436 -4.30875 4.92922  C106 1.388, C108 1.388, H113 1.080
108 C -1.18287 -5.54795 4.55019  C107 1.388, C109 1.388, H114 1.085
109 C -1.14253 -6.61999 5.43072  C104 1.387, C108 1.388, H115 1.082
110 H -0.57799 -7.28392 7.38916  C104 1.082
111 H 0.30300 -5.08175 8.07424  C105 1.082
112 H 0.24258 -3.18055 6.49881  C106 1.082
113 H -0.71948 -3.47842 4.24009  C107 1.080
114 H -1.61394 -5.68050 3.56301  C108 1.085
115 H -1.53099 -7.58487 5.13138  C109 1.082
116 C -4.73155 4.09667 1.05665  C117 1.389, C121 1.389, H122 1.084
117 C -4.23751 5.26633 0.49436  C116 1.389, C118 1.388, H123 1.082
118 C -3.26617 5.99977 1.16206  C117 1.388, C119 1.388, H124 1.082
119 C -2.78484 5.56116 2.38803  C118 1.388, C120 1.388, H125 1.082
120 C -3.27703 4.39005 2.94814  C119 1.388, C121 1.389, H126 1.083
121 C -4.25403 3.65808 2.28524  C116 1.389, C120 1.389, H127 1.080
122 H -5.49695 3.52754 0.54244  C116 1.084
123 H -4.61401 5.61053 -0.46027  C117 1.082
124 H -2.88788 6.91637 0.72922  C118 1.082
125 H -2.02889 6.13464 2.90810  C119 1.082
126 H -2.90237 4.05039 3.90538  C120 1.083
127 H -4.64211 2.74816 2.71762  C121 1.080
128 C -4.47777 -7.60457 0.42403  C129 1.387, C133 1.389, H134 1.082
129 C -5.10754 -8.39992 -0.52210  C128 1.387, C130 1.388, H135 1.082
130 C -5.11497 -8.01941 -1.85725  C129 1.388, C131 1.387, H136 1.082
131 C -4.48703 -6.84618 -2.24813  C130 1.387, C132 1.389, H137 1.082
132 C -3.85327 -6.05223 -1.30135  C131 1.389, C133 1.389, H138 1.085
133 C -3.85130 -6.42770 0.03560  C128 1.389, C132 1.389, H139 1.079
134 H -4.47602 -7.89978 1.46491  C128 1.082
135 H -5.59477 -9.31704 -0.21972  C129 1.082
136 H -5.61121 -8.63794 -2.59293  C130 1.082
137 H -4.49176 -6.55236 -3.28997  C131 1.082
138 H -3.35843 -5.13686 -1.60756  C132 1.085
139 H -3.35974 -5.80809 0.77028  C133 1.079

Calculated values
- Molar mass: 1119.74 g/mol
- HOMO level: -10.73 eV
- Energy relative to the best compared isomer or geometry (same formula, charge and spin): 0.000 eV
- Lowest unoccupied orbital energy: -3.0017 eV
- HOMO-LUMO gap: 7.724 eV
- 2S+1: 1
- DFT total energy: -6069.5132 a.u.
- Net charge: +1

These are the Löwdin partial charges, in e, on atoms 1 to 6: C 0.0406; B -0.4727; O 0.1221; C -0.2585; O -0.0765; C -0.1392